# 1
Computed, not measured: 2 unconnected molecules or ions with the total composition C2H5IN2O, with ωB97M-V/def2-TZVPD.

Each line ends with the Mulliken charge.
Atoms and positions in Å:
C  1.488  0.847  0.465  -0.14
C  -0.354  -0.188  -0.185  0.38
N  1.718  -0.561  0.003  -0.23
N  0.524  -1.011  -0.523  -0.40
O  0.065  0.912  0.556  -0.31
I  -4.330  -0.006  -0.223  -0.09
H  1.914  1.081  1.577  0.20
H  1.850  1.480  -0.391  0.26
H  -1.383  -0.353  -0.322  -0.03
H  2.413  -0.632  -0.628  0.25
H  -3.906  -1.568  -0.328  0.11

charge: 0
multiplicity: 1
maximum force: 4.22 eV/Å
E_HOMO: -8.48 eV
energy relative to the best compared isomer or geometry (same formula, charge and spin): 36.2 kcal per mole
frontier orbital gap: 0.329 Eh
SMILES: C1=NNCO1.I
LUMO level: 0.460 eV


# 2
Computed, not measured: 2 unconnected molecules or ions with the total composition C2H5IN2O, with ωB97M-V/def2-TZVPD.

Each line ends with the Mulliken charge.
Atoms and positions in Å:
C  -0.434  -1.828  -3.271  0.38
C  -0.668  0.335  0.077  -0.58
N  0.014  -1.901  -2.233  -0.26
N  0.642  0.157  -0.557  -0.56
O  -0.994  -1.283  -4.140  -0.46
I  2.115  -0.611  0.652  0.04
H  -1.258  0.278  -0.904  0.22
H  -1.075  -0.352  0.791  0.30
H  -0.666  1.373  0.603  0.25
H  0.833  -2.563  -1.570  0.33
H  1.149  0.951  -0.782  0.35

charge: 0
multiplicity: 1
maximum force: 13.87 eV/Å
E_HOMO: -8.92 eV
energy relative to the best compared isomer or geometry (same formula, charge and spin): 57.3 kcal per mole
frontier orbital gap: 0.326 Eh
SMILES: N=C=O.CNI
LUMO level: -0.060 eV


# 3
Computed, not measured: a single C2H5IN2OS molecule, with ωB97M-V/def2-TZVPD.

Each line ends with the Mulliken charge.
Atoms and positions in Å:
C  0.377  -0.963  -0.579  -0.46
C  -0.437  -0.784  0.666  -0.47
N  0.574  0.432  -1.122  -0.25
N  0.197  0.638  1.339  -0.39
O  -0.248  2.717  -0.341  -0.53
S  0.661  1.695  0.100  0.45
I  -2.550  -0.649  0.027  0.06
H  1.338  -1.352  -0.317  0.27
H  0.043  -1.643  -1.380  0.36
H  -0.446  -1.591  1.505  0.43
H  0.914  0.467  -2.055  0.20
H  -0.421  1.033  2.158  0.33

charge: 0
multiplicity: 1
maximum force: 4.24 eV/Å
E_HOMO: -8.92 eV
energy relative to the best compared isomer or geometry (same formula, charge and spin): 30.1 kcal per mole
frontier orbital gap: 0.335 Eh
LUMO level: 0.208 eV


# 4
Computed, not measured: 2 unconnected molecules or ions with the total composition C2H5IS, with ωB97M-V/def2-TZVPD.

Each line ends with the Mulliken charge.
Atoms and positions in Å:
C  0.313  0.452  -0.466  -0.28
C  -0.325  -0.786  -0.023  -0.79
S  2.030  0.329  0.229  -0.18
I  -3.229  0.045  0.062  -0.23
H  0.420  0.517  -1.544  0.30
H  -0.130  1.363  -0.072  0.29
H  -0.387  -0.987  1.033  0.39
H  -0.385  -1.631  -0.687  0.34
H  1.694  0.698  1.467  0.15

charge: 0
multiplicity: 1
maximum force: 1.87 eV/Å
E_HOMO (spin up / spin down): -9.06 / -8.92 eV
energy relative to the best compared isomer or geometry (same formula, charge and spin): 33.5 kcal per mole
frontier orbital gap (spin up / spin down): 0.283 / 0.251 Eh
LUMO level (spin up / spin down): -1.369 / -2.095 eV


# 5
Computed, not measured: 2 unconnected molecules or ions with the total composition C2H5N, with ωB97M-V/def2-TZVPD.

Each line ends with the Mulliken charge.
Atoms and positions in Å:
C  -0.834  -0.481  -0.288  -0.10
C  0.752  0.788  0.807  -0.84
N  -0.111  -0.806  -1.239  -0.40
H  -1.803  -0.610  0.147  0.30
H  1.373  0.080  1.265  0.27
H  -0.175  1.138  1.306  0.30
H  1.163  1.266  -0.018  0.25
H  -0.365  -1.374  -1.981  0.21

charge: 0
multiplicity: 1
maximum force: 5.52 eV/Å
E_HOMO (spin up / spin down): -7.56 / -7.56 eV
energy relative to the best compared isomer or geometry (same formula, charge and spin): 87.3 kcal per mole
frontier orbital gap (spin up / spin down): 0.314 / 0.314 Eh
LUMO level (spin up / spin down): 0.992 / 0.992 eV


# 6
Computed, not measured: a molecular structure, C2H5N2, with ωB97M-V/def2-TZVPD.

Each line ends with the Mulliken charge.
Atoms and positions in Å:
C  1.573  0.002  0.065  -0.06
C  -0.418  0.367  0.247  -0.26
N  -1.417  -0.403  -0.156  -0.22
N  2.707  -0.196  -0.108  -0.01
H  -0.106  0.475  1.280  0.32
H  -0.244  1.178  -0.487  0.35
H  -1.781  -0.548  -1.047  0.24
H  3.772  -0.264  -0.139  0.38
H  -1.573  -1.022  0.559  0.26

charge: +1
multiplicity: 1
maximum force: 3.86 eV/Å
E_HOMO: -16.26 eV
energy relative to the best compared isomer or geometry (same formula, charge and spin): 29.0 kcal per mole
frontier orbital gap: 0.451 Eh
LUMO level: -3.990 eV


# 7
Computed, not measured: a molecular structure, C2H5N2, with ωB97M-V/def2-TZVPD.

Each line ends with the Mulliken charge.
Atoms and positions in Å:
C  -1.084  0.481  0.219  0.11
C  0.604  -0.519  0.116  -0.18
N  0.034  0.730  -0.375  -0.09
N  -0.698  -0.855  0.631  -0.14
H  -1.969  1.133  0.317  0.35
H  1.271  -1.120  -0.642  0.27
H  1.304  -0.459  0.939  0.26
H  1.844  2.216  -1.577  0.11
H  -1.306  -1.607  0.372  0.30

charge: +1
multiplicity: 1
maximum force: 4.70 eV/Å
E_HOMO (spin up / spin down): -17.47 / -14.75 eV
energy relative to the best compared isomer or geometry (same formula, charge and spin): 136.1 kcal per mole
frontier orbital gap (spin up / spin down): 0.461 / 0.215 Eh
LUMO level (spin up / spin down): -4.914 / -8.891 eV


# 8
Computed, not measured: 2 unconnected molecules or ions with the total composition C2H5N2O, with ωB97M-V/def2-TZVPD.

Each line ends with the Mulliken charge.
Atoms and positions in Å:
C  0.210  -1.851  -0.329  0.52
C  -0.349  1.490  -0.170  -0.11
N  -0.516  -2.646  -0.874  -0.35
N  0.497  1.293  0.788  -0.12
O  1.051  -1.066  -0.197  -0.45
H  -0.104  0.902  -0.961  0.37
H  -1.271  -3.168  -0.515  0.30
H  0.148  1.420  1.745  0.28
H  1.420  1.160  0.600  0.29
H  -1.085  2.467  -0.087  0.29

charge: +1
multiplicity: 1
maximum force: 5.37 eV/Å
E_HOMO: -15.05 eV
energy relative to the best compared isomer or geometry (same formula, charge and spin): 60.7 kcal per mole
frontier orbital gap: 0.311 Eh
LUMO level: -6.571 eV